# C2H2N2O2S

C2H2N2O2S in the gas phase in a non-equilibrium geometry (ωB97M-V with the def2-TZVPD basis set, the OMol25 dataset).

Cartesian coordinates (Å):
C  0.88708  0.73437  -0.08987
C  0.95022  -0.73413  0.41944
N  -0.19014  1.37032  -0.11012
N  0.05063  -1.16313  1.10359
O  -1.25937  0.80763  0.56411
O  -1.76733  -0.91525  -1.15565
S  -2.39918  -0.00466  -0.13919
H  1.83826  1.08271  -0.56970
H  1.88983  -1.17786  -0.02261

Summary:
M: 118.12 g mol⁻¹
2S+1: 1
lowest unoccupied orbital energy (alpha / beta): -0.9 / -0.9 eV
electronic energy: -735.38745 Ha
energy relative to the best compared isomer or geometry (same formula, charge and spin): 5.438 eV

Charges in e, computed with Mulliken, in the same order as the atoms: 0.082, 0.252, -0.414, -0.463, -0.108, -0.431, 0.470, 0.332, 0.279

# C32H30N2O2P2Tl

A molecular structure, C32H30N2O2P2Tl in a non-equilibrium geometry (ωB97M-V with the def2-TZVPD basis set, the OMol25 dataset).

Cartesian coordinates (Å):
Tl  -2.60116  -14.68459  9.84195
C  -6.17920  -16.62311  9.71621
P  -5.87078  -15.23138  10.90271
C  -5.47826  -16.01385  12.53310
C  -5.24801  -15.14492  13.60837
C  -4.93789  -15.59466  14.87270
C  -4.73582  -16.94566  15.12818
C  -4.92049  -17.82724  14.08379
C  -5.25210  -17.41501  12.79531
C  -7.64833  -14.82409  11.37658
C  -8.27386  -13.70996  10.78322
C  -9.55506  -13.34570  11.16966
C  -10.27434  -14.07786  12.11246
C  -9.68530  -15.19299  12.67314
C  -8.41782  -15.55627  12.29241
C  -4.96144  -17.53139  9.67692
C  -5.00805  -18.93108  9.76170
C  -3.63788  -19.35195  9.77740
C  -2.89196  -18.19975  9.77503
C  -1.38199  -18.21413  9.63885
P  -0.58034  -18.68416  11.24045
C  -0.41740  -16.97951  11.97462
C  -1.30682  -16.53012  12.94278
C  -1.25483  -15.25422  13.48529
C  -0.18450  -14.37459  13.11832
C  0.63756  -14.75774  12.06439
C  0.48954  -16.01021  11.48293
C  1.23120  -18.92200  10.85320
C  1.73393  -19.19462  9.56947
C  3.04625  -19.47798  9.35962
C  3.93184  -19.51829  10.45537
C  3.47429  -19.17716  11.75069
C  2.11492  -18.91922  11.92856
N  -3.69792  -17.07644  9.67428
H  -7.03528  -17.23581  9.97204
H  -6.34979  -16.03832  8.81801
H  -5.28718  -14.07447  13.40056
H  -4.70593  -14.90712  15.68202
H  -4.42121  -17.28375  16.09638
H  -4.75082  -18.86704  14.22831
H  -5.28912  -18.14191  11.98220
H  -7.77272  -13.23760  9.94943
H  -10.04099  -12.50953  10.63325
H  -11.24788  -13.92469  12.47801
H  -10.21870  -15.79004  13.38715
H  -7.98604  -16.50424  12.71715
H  -5.90184  -19.53567  9.72853
H  -3.15743  -20.33640  9.85571
H  -1.09752  -18.83395  8.77867
H  -0.99341  -17.20373  9.44094
H  -2.04674  -17.21544  13.36530
H  -1.96489  -14.95899  14.28558
H  -0.12222  -13.36195  13.57143
H  1.42429  -14.12859  11.73723
H  1.13995  -16.28314  10.69684
H  1.01172  -19.29659  8.77237
H  3.46273  -19.58145  8.35536
H  4.96886  -19.73274  10.33406
H  4.09716  -19.18308  12.62155
H  1.71544  -18.77921  12.94548
N  -2.42226  -15.57264  7.28588
C  -2.97491  -14.74528  6.24961
C  -3.72667  -13.52017  6.80476
O  -4.13087  -12.72986  5.90321
O  -3.76449  -13.32860  8.07492
H  -1.63482  -16.09696  6.91631
H  -3.14979  -16.14048  7.68486
H  -3.60154  -15.30661  5.53532
H  -2.20314  -14.29990  5.59615

Summary:
net charge: -1
M: 740.94 g mol⁻¹
2S+1: 1
lowest unoccupied orbital energy: 2.5 eV
electronic energy: -2352.66105 Ha
energy relative to the best compared isomer or geometry (same formula, charge and spin): 0.002 eV

Charges in e, computed with Mulliken, in the same order as the atoms: 1.005, -0.649, 0.022, 0.393, -0.544, -0.619, -0.398, -0.648, -0.014, 0.255, -0.427, -0.539, -0.436, -0.619, -0.138, -0.385, -1.115, -0.580, -0.231, -0.611, -0.136, 0.100, -0.383, -0.162, -0.486, -0.774, -0.021, 0.365, -0.108, -0.616, -0.435, -0.679, -0.210, 0.285, 0.432, 0.412, 0.321, 0.391, 0.380, 0.447, 0.124, 0.430, 0.306, 0.400, 0.401, 0.163, 0.462, 0.406, 0.662, 0.187, 0.181, 0.329, 0.319, 0.432, 0.520, 0.224, 0.357, 0.377, 0.398, 0.297, -0.297, -0.466, 0.438, -0.777, -0.640, 0.159, 0.199, 0.269, 0.294